Entry 1:
{
  "formula": "C25H49N7O3",
  "method": "ωB97M-V/def2-TZVPD",
  "smiles": "CN(C)C=O.CN(C)C=O.CN(C)C=O.CCCC#N.CCCC#N.CCCC#N.CCCC#N",
  "de_lowest_kj_mol": 0.00,
  "gap_ev": 9.8,
  "e_tot_ev": -43290.9171,
  "lumo_ev": 0.8,
  "species": ["C", "N", "C", "C", "O", "H", "H", "H", "H", "H", "H", "H", "C", "N", "C", "C", "O", "H", "H", "H", "H", "H", "H", "H", "C", "N", "C", "C", "O", "H", "H", "H", "H", "H", "H", "H", "C", "C", "C", "C", "N", "H", "H", "H", "H", "H", "H", "H", "C", "C", "C", "C", "N", "H", "H", "H", "H", "H", "H", "H", "C", "C", "C", "C", "N", "H", "H", "H", "H", "H", "H", "H", "C", "C", "C", "C", "N", "H", "H", "H", "H", "H", "H", "H"],
  "xyz": [[1.3113, 3.8268, 5.1990], [1.1960, 3.8512, 3.7508], [2.3232, 3.3288, 2.9287], [0.0449, 3.9258, 3.0209], [-0.0511, 3.7211, 1.8285], [2.3068, 4.2341, 5.4838], [1.1861, 2.7754, 5.5797], [0.5593, 4.5406, 5.5859], [3.3423, 3.3761, 3.4896], [2.0391, 2.2811, 2.5748], [2.4598, 3.9669, 1.9750], [-0.7702, 4.3914, 3.5940], [-2.9128, -0.5260, 1.4327], [-2.7296, 0.1031, 2.7236], [-3.4201, -0.4613, 3.8785], [-1.8357, 1.0698, 2.8457], [-1.5208, 1.6453, 3.8561], [-2.5683, -1.6268, 1.3568], [-2.3432, 0.0618, 0.6796], [-3.9448, -0.5407, 1.0544], [-3.1863, -1.4531, 3.9681], [-3.0896, -0.0106, 4.8491], [-4.4762, -0.3847, 3.7119], [-1.4137, 1.4077, 1.9375], [1.2275, -0.3005, 2.1430], [0.7903, -0.2896, 0.7556], [0.5234, 0.9450, 0.0064], [0.4449, -1.5039, 0.2582], [0.0981, -1.8054, -0.8586], [0.8046, 0.4999, 2.7692], [2.3448, -0.1378, 2.1358], [1.0715, -1.2879, 2.5915], [-0.5146, 1.2002, 0.1487], [1.1829, 1.7344, 0.3637], [0.7689, 0.7369, -1.0262], [0.5601, -2.3385, 1.0323], [-3.8300, -0.8220, -5.0159], [-2.3561, -0.5985, -4.6243], [-2.1821, -0.8692, -3.1259], [-3.1999, -0.1146, -2.3986], [-3.9701, 0.5279, -1.8145], [-3.9268, -0.9262, -6.0673], [-4.4708, -0.1018, -4.6275], [-4.1334, -1.7959, -4.5718], [-2.0594, 0.4284, -4.7599], [-1.7362, -1.3118, -5.1822], [-1.2377, -0.4601, -2.6811], [-2.3713, -1.9367, -2.8908], [1.6093, -5.3984, -0.1954], [2.0428, -6.1956, 1.1042], [2.4333, -5.3185, 2.3140], [1.3876, -4.4205, 2.7870], [0.4843, -3.7785, 3.0954], [1.1950, -6.1423, -0.8545], [2.4906, -4.9424, -0.6217], [0.8721, -4.6259, -0.0846], [2.8783, -6.8391, 0.9055], [1.2213, -6.7776, 1.4207], [3.3119, -4.7709, 2.1105], [2.7362, -5.8799, 3.2042], [-0.4810, 5.8342, -1.0317], [-0.1241, 4.5037, -1.5893], [-1.1768, 3.8047, -2.3099], [-0.7812, 2.6053, -3.0724], [-0.1287, 1.8311, -3.5957], [0.1707, 6.0950, -0.1145], [-1.5272, 5.8379, -0.7325], [-0.4322, 6.6697, -1.7316], [0.1093, 3.8905, -0.7395], [0.6541, 4.6076, -2.3093], [-1.6994, 4.3505, -3.0015], [-1.9793, 3.5224, -1.6021], [1.8905, -0.5285, -3.1949], [2.5855, -1.8113, -3.5485], [2.4676, -2.9053, -2.4503], [2.8939, -2.4804, -1.1583], [3.2889, -2.1297, -0.1319], [1.9796, 0.1940, -3.9569], [2.2776, -0.0877, -2.3153], [0.8276, -0.7927, -3.0405], [3.6685, -1.6486, -3.7950], [2.1130, -2.2653, -4.4764], [2.9920, -3.7647, -2.8113], [1.4141, -3.2193, -2.3403]],
  "forces_ev_per_a": [[-0.2, 0.1, -0.1], [1.3, -0.7, -1.9], [0.9, 0.0, -0.6], [-0.1, 1.3, 1.3], [0.2, -0.4, -0.3], [-0.6, -0.4, -0.2], [0.0, 1.1, 0.0], [0.2, -0.7, 0.1], [-2.0, -0.3, -0.8], [0.9, 1.3, 0.5], [-0.4, -0.9, 1.6], [-0.2, -0.4, 0.1], [0.5, -1.1, -1.3], [-0.7, -1.3, 0.0], [0.4, 2.3, 0.4], [-0.1, 0.6, 0.2], [0.4, 0.4, 1.7], [-0.2, 1.6, 0.5], [-0.3, -0.5, 0.5], [0.1, 0.3, 0.5], [0.6, -2.8, 0.0], [-0.4, 0.1, -1.2], [-0.7, 0.2, 0.2], [0.5, 0.2, -1.5], [1.9, 0.7, 0.0], [-0.9, -0.8, 0.1], [0.9, -1.0, 0.5], [0.7, -0.9, 1.9], [-0.7, 0.5, -1.2], [-0.3, -0.4, -0.3], [-0.9, -0.1, 0.2], [-0.2, 0.4, -0.1], [-0.3, 0.5, -0.3], [-0.2, 0.1, 0.1], [-0.3, 0.1, -0.3], [-0.1, 1.1, -0.7], [1.6, -2.2, 0.6], [-0.6, -0.5, 0.4], [0.0, 0.2, 0.7], [-1.0, 0.9, 1.0], [0.9, -0.7, -0.7], [-0.2, 0.1, -1.0], [-1.1, 1.4, 0.5], [0.0, 0.4, -0.3], [0.3, 0.2, -0.6], [0.1, 0.5, 0.1], [-0.5, -0.9, -0.6], [0.6, 0.5, 0.0], [1.1, -1.2, 1.2], [-0.5, 2.1, -0.2], [-0.2, -0.5, 0.5], [-0.5, 0.1, -0.4], [0.3, 0.0, 0.1], [0.0, -0.2, -0.6], [0.2, 0.0, -0.3], [-0.4, 0.3, 0.6], [0.3, -0.3, -0.3], [-0.9, -0.9, 0.2], [0.9, 1.1, -0.5], [-0.2, -0.5, -0.2], [0.0, 1.6, 1.5], [1.3, 0.1, 0.3], [-2.7, -2.7, 0.8], [0.7, 1.5, 1.4], [0.1, -1.2, -0.9], [-1.1, -0.4, -1.5], [-0.1, 0.0, 0.5], [0.3, -0.1, -0.2], [0.9, -0.5, 0.2], [1.4, 0.0, 0.0], [-1.1, 2.0, -1.8], [0.2, -0.2, -0.2], [-1.2, -1.4, -0.1], [0.6, -0.9, -1.0], [-1.4, 0.3, -1.4], [1.2, 0.4, 1.4], [-0.2, -0.2, -0.5], [-0.1, 0.8, -1.0], [0.4, 0.3, 1.1], [0.5, 0.6, 0.0], [-0.8, -0.2, 0.3], [0.6, 0.6, 1.0], [0.6, -0.6, 0.2], [0.3, 0.3, -0.1]]
}



Entry 2:
{
  "formula": "C25H49N8O",
  "method": "ωB97M-V/def2-TZVPD",
  "gap_ev": 10.1,
  "charge": 1,
  "e_tot_ev": -40681.7664,
  "lumo_ev": -2.9,
  "species": ["N", "C", "N", "N", "C", "C", "C", "C", "O", "H", "H", "H", "H", "H", "H", "H", "H", "H", "H", "H", "H", "H", "H", "C", "C", "C", "C", "N", "H", "H", "H", "H", "H", "H", "H", "C", "C", "C", "C", "N", "H", "H", "H", "H", "H", "H", "H", "C", "C", "C", "C", "N", "H", "H", "H", "H", "H", "H", "H", "C", "C", "C", "C", "N", "H", "H", "H", "H", "H", "H", "H", "C", "C", "C", "C", "N", "H", "H", "H", "H", "H", "H", "H"],
  "xyz": [[-2.0269, -5.1706, 2.3358], [-2.5420, -4.4418, 1.3356], [-2.3319, -4.8714, 0.0575], [-3.1455, -3.2842, 1.5965], [-4.5015, -2.9847, 1.0579], [-5.5484, -4.0523, 1.3467], [-5.7371, -5.1413, 0.2784], [-5.4762, -6.6005, 0.7046], [-5.1740, -6.7105, 2.0995], [-2.4704, -5.0790, 3.2378], [-1.7814, -6.1176, 2.0922], [-1.3987, -5.1117, -0.2311], [-3.0498, -4.8598, -0.6439], [-3.0569, -3.0028, 2.5699], [-4.7869, -2.0741, 1.5770], [-4.4304, -2.7359, -0.0017], [-5.3591, -4.4717, 2.3337], [-6.4864, -3.5033, 1.4344], [-6.7630, -5.0810, -0.0804], [-5.1257, -4.9110, -0.5984], [-6.3753, -7.1843, 0.5021], [-4.6801, -7.0627, 0.1173], [-4.4750, -7.3596, 2.2079], [-0.8778, -0.1411, 0.3250], [-1.5952, 1.1312, 0.7564], [-1.8476, 1.1796, 2.2708], [-2.7028, 0.0767, 2.6902], [-3.3960, -0.7981, 2.9698], [-1.4746, -1.0296, 0.5499], [-0.6906, -0.1279, -0.7491], [0.0834, -0.2285, 0.8349], [-2.5477, 1.2224, 0.2316], [-0.9926, 1.9952, 0.4756], [-2.3373, 2.1081, 2.5710], [-0.9063, 1.1104, 2.8190], [1.6191, 0.0160, -3.0902], [3.0847, -0.1234, -2.6931], [3.2222, -0.3700, -1.1886], [2.6745, 0.7488, -0.4279], [2.2468, 1.6373, 0.1656], [1.1482, 0.8677, -2.6004], [1.5176, 0.1593, -4.1658], [1.0530, -0.8787, -2.8208], [3.6472, 0.7697, -2.9638], [3.5415, -0.9551, -3.2306], [4.2651, -0.4933, -0.9031], [2.6787, -1.2756, -0.9076], [0.7336, 4.0196, 2.3740], [0.4087, 5.4904, 2.5965], [-0.2154, 5.7289, 3.9778], [-1.4459, 4.9513, 4.1089], [-2.4168, 4.3358, 4.1520], [-0.1726, 3.4201, 2.4209], [1.1903, 3.8465, 1.4013], [1.4250, 3.6514, 3.1347], [-0.2858, 5.8341, 1.8277], [1.3103, 6.0965, 2.5032], [-0.4507, 6.7819, 4.1327], [0.4701, 5.4201, 4.7687], [6.6733, 0.2796, 2.0855], [7.9690, 0.0211, 1.3257], [8.1599, 0.9696, 0.1357], [7.0842, 0.8291, -0.8418], [6.2333, 0.7030, -1.6053], [5.8003, 0.1164, 1.4511], [6.5905, -0.3906, 2.9405], [6.6317, 1.3045, 2.4572], [7.9899, -1.0101, 0.9694], [8.8195, 0.1427, 1.9972], [9.1034, 0.7698, -0.3728], [8.1768, 2.0074, 0.4729], [-0.2752, 3.0930, -6.7688], [-0.5587, 4.0944, -5.6562], [-0.1285, 3.5851, -4.2749], [-0.8349, 2.3614, -3.9051], [-1.3938, 1.3963, -3.6200], [-0.8351, 2.1684, -6.6216], [-0.5636, 3.5027, -7.7359], [0.7868, 2.8445, -6.8133], [-1.6234, 4.3319, -5.6354], [-0.0283, 5.0265, -5.8551], [-0.3277, 4.3324, -3.5062], [0.9429, 3.3732, -4.2628]],
  "forces_ev_per_a": [[0.0, 0.0, -0.3], [0.2, 0.3, -0.3], [-0.2, -0.4, 0.3], [-0.6, -1.1, 0.5], [0.2, 0.6, -0.2], [-0.1, 0.2, 0.0], [0.1, -0.1, 0.0], [-0.2, -0.3, 0.1], [0.3, 0.2, -0.1], [0.3, 0.2, 0.1], [0.3, 0.1, 0.0], [-0.1, -0.3, 0.1], [0.0, 0.6, 0.0], [-0.3, 0.2, 0.0], [0.2, 0.1, -0.1], [0.1, -0.1, -0.1], [-0.1, -0.1, 0.0], [0.0, 0.0, 0.1], [0.0, 0.0, 0.0], [0.0, 0.0, 0.0], [0.0, 0.0, 0.0], [0.1, 0.1, 0.0], [-0.2, -0.2, 0.0], [0.0, 0.0, 0.0], [0.0, -0.1, -0.1], [0.0, 0.1, -0.1], [-0.3, -0.2, 0.1], [0.3, 0.1, 0.1], [0.0, 0.0, 0.0], [0.0, 0.0, 0.0], [0.0, 0.0, 0.0], [0.0, 0.0, 0.0], [0.0, 0.0, 0.1], [0.0, 0.0, 0.0], [0.0, 0.0, 0.0], [0.2, 0.0, -0.2], [-0.2, 0.0, -0.1], [0.1, -0.1, -0.1], [-0.1, 0.3, 0.3], [0.0, -0.2, -0.2], [0.0, 0.0, 0.1], [0.0, 0.0, 0.0], [0.0, 0.0, 0.0], [0.0, 0.0, 0.0], [0.0, 0.0, 0.1], [0.0, 0.0, 0.0], [0.0, 0.0, 0.0], [0.1, 0.1, -0.1], [0.0, -0.1, 0.0], [0.1, 0.0, -0.1], [-0.4, -0.1, 0.1], [0.3, 0.0, 0.0], [-0.1, -0.1, 0.0], [0.0, 0.0, 0.0], [0.0, 0.0, 0.0], [0.0, 0.0, 0.0], [0.0, 0.0, 0.1], [0.0, 0.0, 0.0], [0.0, 0.0, 0.0], [0.0, 0.0, 0.0], [-0.1, 0.0, 0.1], [0.1, -0.1, 0.1], [-0.2, 0.0, -0.3], [0.2, 0.0, 0.2], [0.0, 0.0, 0.0], [0.0, 0.0, 0.0], [0.0, 0.0, 0.0], [0.0, 0.0, 0.0], [0.0, 0.0, 0.0], [0.0, 0.0, 0.0], [0.0, 0.0, 0.0], [0.0, 0.0, 0.0], [0.0, -0.1, -0.1], [0.0, 0.1, -0.1], [-0.2, -0.4, 0.2], [0.1, 0.3, -0.1], [0.0, 0.0, 0.0], [0.0, 0.0, 0.0], [0.0, 0.0, 0.0], [0.0, 0.0, 0.0], [0.0, 0.0, 0.1], [0.0, 0.0, 0.0], [0.0, 0.0, 0.0]]
}